1.
Formula: C22H28N3O3Pt
Source: the OMol25 dataset
Level of theory: the ωB97M-V functional and the def2-TZVPD basis

Element x y z (Å)
H: 3.2553 1.9201 -1.0454
H: 3.9680 2.5708 1.8410
H: 2.1831 3.2692 -1.4257
H: -0.9897 2.5139 1.3627
H: -1.1848 -1.1815 -4.9926
C: -2.1827 -2.8247 1.0754
C: 2.3292 -1.0469 -1.0576
H: -1.7935 -3.7860 1.3927
H: 3.3839 1.0020 1.2456
H: 0.6659 -2.9107 -4.9338
C: 2.5535 -3.0529 -2.9558
H: -1.8514 2.6095 3.9281
H: -4.7038 -4.1047 1.8389
C: 1.4253 -1.0661 -2.1289
H: -5.1243 -2.6847 2.8013
H: -3.3533 0.5665 -0.1613
H: 2.6156 -3.8524 -3.6877
C: -1.5741 0.8045 -3.2375
H: -1.1637 0.2378 3.9676
C: 3.3407 -1.9941 -0.9537
H: 3.7122 3.5735 -0.5621
C: -4.2927 -3.2549 2.3881
H: 0.0774 1.2056 3.1366
N: 0.4486 -0.1018 -2.2616
C: 1.5302 -2.1062 -3.1005
H: 1.2944 3.9433 2.2067
C: -1.4241 -2.0045 0.2549
H: -1.0366 0.2174 2.1952
H: -2.9496 1.6238 2.9655
C: 2.8764 2.8774 -0.6804
C: 2.1520 2.6921 0.6541
C: -3.4419 -2.4006 1.4865
C: -0.4292 -1.1952 -4.2175
C: -0.4940 -0.2045 -3.2649
C: 1.7663 4.0599 1.2284
O: -1.5758 1.5611 -2.1659
Pt: -0.0586 1.2369 -0.8164
H: 2.1974 -0.2855 -0.3004
N: 0.9454 1.9152 0.4951
C: -0.9531 0.8469 3.0851
H: -4.8598 -0.7921 1.3010
H: 4.2501 -3.7365 -1.8288
H: -0.4354 -2.3062 -0.0825
H: -3.7019 -3.6526 3.2144
O: -1.7108 2.8622 1.9071
H: 2.6549 4.6877 1.3356
H: 4.0316 -1.9509 -0.1194
C: 0.5795 -2.1425 -4.1750
N: -1.8404 -0.8116 -0.1614
H: 1.0546 4.5555 0.5652
C: 3.0750 1.9711 1.6452
H: 2.5509 1.8010 2.5890
C: -3.8789 -1.1658 1.0285
C: 3.4614 -2.9973 -1.9076
O: -2.3991 0.8873 -4.1365
C: -1.9255 2.0099 3.0153
C: -3.0501 -0.4087 0.2103

Atomic forces in eV per Å
H 0.0 0.0 0.0
H 0.0 0.0 0.0
H 0.0 0.0 0.0
H 0.1 0.0 0.0
H 0.0 0.0 0.0
C 0.0 0.0 0.0
C 0.0 -0.1 0.0
H 0.0 0.0 0.0
H 0.0 0.1 0.0
H 0.0 0.0 0.0
C 0.0 0.0 0.0
H 0.0 0.0 0.1
H 0.0 0.0 0.0
C -0.1 0.1 0.0
H 0.0 0.0 0.0
H 0.0 0.0 0.0
H 0.0 0.0 0.0
C 0.0 0.0 0.2
H 0.0 0.0 0.0
C -0.1 0.0 0.0
H 0.0 0.0 0.0
C 0.0 0.0 -0.1
H 0.0 0.0 0.0
N -0.3 -0.2 0.1
C 0.0 0.0 -0.1
H 0.0 0.0 0.0
C 0.0 0.0 0.0
H 0.0 0.0 0.1
H -0.1 0.0 0.0
C -0.1 -0.1 -0.1
C 0.1 0.0 0.2
C 0.0 0.0 0.1
C 0.2 -0.1 -0.1
C 0.2 0.0 0.2
C -0.1 0.0 0.0
O 0.0 -0.2 0.0
Pt 0.6 0.4 -0.4
H 0.0 0.0 0.0
N -0.1 0.1 -0.1
C 0.0 0.0 0.0
H 0.0 0.0 0.0
H 0.0 0.0 0.0
H 0.0 0.0 0.0
H 0.0 0.0 0.0
O -0.1 0.1 0.1
H 0.0 0.0 0.0
H 0.0 0.0 0.0
C 0.0 0.1 0.0
N -0.2 -0.3 -0.1
H 0.0 0.0 0.0
C -0.1 -0.1 0.0
H 0.0 0.0 0.0
C 0.0 0.1 0.0
C 0.0 0.0 0.0
O -0.1 0.1 0.0
C 0.0 -0.1 -0.1
C 0.0 0.0 0.0

Output
Spin multiplicity: 3
Charge: -1
Energy above the lowest of the compared OMol25 structures with the same formula, charge and spin: 106.8 kJ/mol

Here are the Mulliken charges for atoms 1 to 4, given in e: atom 1 (H): 0.3045, atom 2 (H): 0.4156, atom 3 (H): 0.3760, atom 4 (H): 0.1502

***

2.
Formula: C22H28N4O2S
Source: the OMol25 dataset
Level of theory: the ωB97M-V functional and the def2-TZVPD basis

Element x y z (Å)
H: 0.5808 -3.3286 -0.5056
H: 3.3175 1.6174 0.0639
H: 2.1047 3.5722 1.0501
C: -2.4373 2.8489 1.4533
C: 4.4574 -1.9910 1.3960
H: 2.7627 2.7720 -1.1664
H: -0.7457 1.4517 -0.0182
N: 0.3680 3.2658 -0.0454
H: 5.8117 -1.5762 -1.6685
C: -3.8292 -2.9641 -0.7854
H: -5.9943 -0.4853 -1.5414
C: 5.3871 -2.0625 0.3727
H: -6.5998 -1.8777 -0.6483
C: 3.2346 -1.3777 1.1838
H: -0.3328 -0.9082 -1.1098
S: -0.4000 -2.3603 1.2420
H: -2.1723 -0.1138 1.1917
H: 2.5032 -1.3286 1.9765
H: -1.5133 4.2394 2.6520
H: -2.0900 -4.1112 -0.2390
C: -0.4375 4.1379 0.7641
H: -4.2962 -3.7728 -1.3286
C: 5.0887 -1.5221 -0.8672
H: 1.1213 0.0233 0.6665
C: -2.5971 -3.1600 -0.1880
H: 0.0153 0.7875 -2.3078
H: -1.2264 2.6602 -1.2304
C: -2.6430 -0.8980 0.6214
H: 1.3041 2.0275 1.4179
C: -1.2346 3.4725 1.9250
C: -0.3689 2.2144 -0.7205
C: 3.8640 -0.9164 -1.0829
H: 0.8984 2.3119 -2.4478
H: 6.3424 -2.5388 0.5399
H: -0.6161 2.7250 2.4287
N: 1.7478 0.9769 -1.1463
C: 2.4372 2.0358 -0.4262
H: -5.9036 -2.1083 -2.2490
H: -4.3557 0.2572 0.1080
H: 1.1118 -1.5892 -1.9049
C: 1.5768 -0.2094 -0.3052
C: -5.8188 -1.5363 -1.3279
C: 0.5560 1.5468 -1.7439
C: 2.9311 -0.8361 -0.0572
C: -4.4772 -1.7341 -0.6943
C: -3.8729 -0.7037 0.0179
C: -2.0132 -2.1202 0.5101
H: -1.1457 4.6495 0.1038
H: 4.6851 -2.4137 2.3635
N: -3.4040 2.3780 1.0598
N: 0.6437 -2.4303 -0.0580
H: 0.2276 4.8894 1.1979
C: 0.6854 -1.2877 -0.9464
C: 1.5509 2.7384 0.6114
O: -0.3341 -3.6501 1.8595
O: -0.0790 -1.2020 2.0261
H: 3.6234 -0.4852 -2.0429

Atomic forces in eV per Å
H 0.0 -0.2 0.0
H 0.0 0.1 0.0
H 0.0 0.0 0.0
C -0.4 -0.2 0.0
C 0.0 0.0 0.1
H 0.0 0.0 0.1
H 0.0 0.0 0.0
N 0.1 0.0 0.0
H 0.1 0.0 -0.1
C 0.1 0.0 0.0
H -0.1 0.1 0.0
C 0.1 -0.1 0.0
H -0.1 0.0 0.0
C 0.1 0.1 -0.1
H 0.1 0.0 -0.2
S 0.1 -0.4 -0.3
H 0.0 0.1 0.0
H -0.1 0.0 0.1
H 0.0 -0.1 0.0
H 0.0 -0.2 -0.1
C 0.0 0.1 0.0
H 0.0 -0.1 -0.1
C 0.1 -0.1 -0.1
H 0.1 0.0 -0.2
C -0.1 -0.2 -0.1
H 0.0 0.0 0.0
H 0.0 -0.1 0.0
C 0.1 0.2 0.1
H 0.0 0.1 0.0
C 0.8 0.4 0.1
C 0.1 -0.1 -0.4
C -0.1 0.0 0.0
H -0.1 0.0 0.0
H 0.1 0.0 0.0
H 0.0 0.1 0.1
N 0.0 -0.2 0.0
C 0.1 0.2 0.2
H -0.1 0.0 -0.1
H 0.0 0.1 0.0
H -0.1 0.0 0.0
C 0.1 0.0 -0.1
C 0.0 0.0 0.0
C -0.3 0.0 0.1
C 0.1 0.1 0.1
C 0.1 0.0 0.0
C 0.0 -0.1 -0.1
C 0.5 0.0 0.4
H 0.0 0.0 0.1
H 0.0 0.0 0.1
N -0.4 -0.1 -0.1
N -0.6 -0.1 0.8
H -0.1 0.0 0.0
C -0.1 0.7 0.0
C 0.2 0.0 -0.2
O -0.1 -0.1 -0.3
O -0.2 0.2 -0.2
H 0.0 0.1 -0.1

Output
Spin multiplicity: 1
Energy above the lowest of the compared OMol25 structures with the same formula, charge and spin: 237.1 kJ/mol
Structure (SMILES): Cc1ccc(S(=O)(=O)NC[C@@H](c2ccccc2)N2CCN(CCC#N)CC2)cc1

Here are the Mulliken charges for atoms 1 to 4, given in e: atom 1 (H): 0.3558, atom 2 (H): 0.5058, atom 3 (H): 0.5586, atom 4 (C): 0.2776

***

3.
Formula: C22H28N4O4S
Source: the OMol25 dataset
Level of theory: the ωB97M-V functional and the def2-TZVPD basis

Element x y z (Å)
C: -5.8285 -0.8596 2.5131
S: -2.3234 3.1225 0.5389
C: -1.0892 -1.5087 0.0665
H: 5.0727 2.3533 -0.4505
C: -5.6784 -0.3017 1.0092
H: -3.3144 0.3023 1.5837
H: -1.2194 -2.9176 -1.5750
H: 6.6432 0.4938 -1.0890
O: 1.6783 1.0512 -1.6042
H: -3.7852 -2.8246 -1.2177
H: 5.5045 1.7539 2.4289
H: -6.8024 -0.1360 0.8139
H: -5.2817 0.6474 1.1238
C: 5.1016 0.8643 1.9493
C: -1.5984 -0.4491 0.6539
C: 1.7988 -0.1629 1.2351
H: 0.4101 -1.7267 1.8943
C: -3.7279 -1.2041 0.0959
N: -2.5187 1.5674 -1.8077
H: -4.6958 3.4027 -0.1246
C: -1.6226 2.0921 -0.7859
C: 6.1102 -0.0506 0.9745
C: -3.1757 -2.2822 -0.8909
C: -3.8281 2.8964 -0.2559
H: -0.3444 0.4001 -3.5176
O: 2.3616 -1.8764 -1.1543
H: -4.9596 -0.9473 2.8982
H: -0.0613 -1.9859 -3.0524
H: 6.1557 -1.2170 1.1887
C: 0.5465 0.8608 -1.6936
C: -0.2854 -0.0031 -2.4912
O: 1.2640 1.0991 1.6328
H: -4.4602 1.6506 -2.0081
H: 1.4550 -1.2490 -3.2397
H: 1.9031 -2.2298 1.1204
C: 4.6572 1.3892 -0.5014
C: 0.5553 -1.3086 -2.7656
C: 1.1039 -1.4877 0.9684
N: 3.1556 -0.1202 0.7513
C: 1.1925 -1.8205 -1.3987
H: 0.3125 2.1637 -0.2503
H: -6.3096 -1.7483 2.4355
N: 0.2991 -1.4088 -0.2676
H: 7.1180 0.4150 1.0340
H: 5.4852 -0.8078 -0.9106
H: 3.7682 1.2796 -1.1472
C: -1.8876 -2.3096 -0.7843
H: -1.1983 0.0590 -2.2976
H: 5.0237 0.0788 2.8945
H: -6.4903 -0.2664 2.9969
N: -0.1409 1.9654 -1.0147
C: 3.9826 1.0718 0.9847
C: -3.8439 2.0663 -1.2367
O: -4.9834 -1.0431 0.0834
H: -1.0060 0.3762 1.3877
H: 3.4229 1.9039 1.2861
C: 5.9004 0.1887 -0.5140
C: -3.0048 -0.3460 0.8019
H: 3.4833 -0.9166 0.7013

Atomic forces in eV per Å
C -2.1 0.9 -6.1
S 1.0 -1.2 -2.0
C 1.5 -0.2 -4.3
H 0.6 1.3 -0.3
C -3.4 -0.3 3.0
H -0.8 0.6 0.0
H -1.7 0.7 2.1
H 3.6 1.3 -2.2
O 5.7 -1.3 -0.5
H -8.8 -8.1 -5.8
H 0.3 0.1 -0.7
H 1.9 -0.6 -1.1
H 0.9 2.1 -0.2
C 1.9 -5.1 0.7
C -0.8 3.8 5.4
C 1.3 7.8 -0.2
H 1.1 0.8 -1.9
C 2.0 -2.1 -2.5
N 1.2 3.9 7.4
H -2.3 1.7 1.5
C 0.6 -1.7 -4.7
C 2.2 0.5 1.0
C 4.6 11.4 9.0
C 0.4 0.2 1.3
H 0.4 0.6 0.2
O 0.2 -1.4 -0.8
H 5.8 -0.6 3.2
H -3.6 -4.5 -2.7
H -0.1 2.7 0.0
C -5.0 4.2 1.1
C 9.2 -1.8 -4.6
O 2.1 -7.4 -1.9
H -1.8 0.7 0.5
H 1.8 0.9 -2.4
H -0.5 -0.2 -1.1
C -0.3 -3.8 2.6
C 1.2 2.5 5.8
C -1.2 0.5 3.5
N -8.1 10.1 3.7
C -3.2 3.7 1.1
H 3.5 1.6 5.2
H -1.2 -3.1 -0.1
N 3.7 -2.6 1.5
H -0.1 -0.9 1.1
H 0.4 1.7 -0.1
H 1.1 0.1 -0.3
C 5.5 -2.4 -2.7
H -7.7 -0.9 2.6
H -0.8 2.1 -2.2
H -1.6 2.3 1.7
N -7.8 -1.7 -3.7
C 1.0 -0.5 -2.4
C 4.3 -3.7 -5.5
O -5.8 -1.6 -1.1
H -0.9 -2.6 -2.6
H -1.5 0.8 0.2
C -8.1 -1.3 1.8
C 3.6 -0.3 0.7
H 4.7 -9.7 -1.2

Output
Spin multiplicity: 1
Energy above the lowest of the compared OMol25 structures with the same formula, charge and spin: 1537.0 kJ/mol
Structure (SMILES): CCOc1ccc(N(CC(=O)NC2CCCC2)C(=O)CCC(=O)Nc2nccs2)cc1

Here are the Mulliken charges for atoms 1 to 4, given in e: atom 1 (C): -1.6314, atom 2 (S): -0.1933, atom 3 (C): -1.1254, atom 4 (H): 0.4919